9
Properties=species:S:1:pos:R:3:forces:R:3:lowdin_charge:R:1 method="wB97M-V/def2-TZVPD" homo_lumo_gap_ev=9.49 molar_mass_da=155.95 largest_force_ha_per_bohr=0.078 e_homo_ev=-8.9 charge=0
C 0.53821 -0.35965 1.50098 -3.3 -1.9 1.3 -0.3428
C -0.14453 0.17223 0.31657 3.4 0.9 -2.0 -0.0104
N -0.79514 -1.58010 2.20092 1.1 2.7 -2.1 -0.5408
O 1.50339 -0.24518 2.11639 0.8 0.3 -0.1 0.1442
F -0.39955 -2.66516 1.37235 0.2 -0.6 0.5 -0.2078
Br -0.36489 -1.77649 3.96230 0.4 -0.7 0.7 0.6691
H -1.16470 0.18764 0.31276 -2.7 -0.5 0.7 0.0456
H 0.16471 -0.42698 -0.59553 -0.1 0.7 1.1 0.1308
H 0.16359 1.23811 0.19413 0.2 -0.8 -0.1 0.1121

***

88
Properties=species:S:1:pos:R:3:forces:R:3:lowdin_charge:R:1 method="wB97M-V/def2-TZVPD" homo_lumo_gap_ev=9.47 molar_mass_da=711.69 largest_force_ha_per_bohr=0.021 e_homo_ev=-11.9 charge=+1
C 2.85811 -2.43936 1.99328 0.0 0.0 -1.0 0.0041
C 2.52777 -2.23301 0.71359 0.2 0.1 1.0 -0.1901
C 1.41035 -1.35469 0.22962 0.3 -0.4 -0.2 -0.3920
S 0.88758 -0.15610 1.46388 -0.3 -0.8 0.2 0.9066
C -0.59360 0.55975 0.68631 0.3 0.8 0.3 -0.3782
C -1.48298 1.25134 1.73210 0.0 -0.4 -0.2 -0.2857
C -2.70545 0.39385 2.10400 0.9 0.3 -0.1 -0.5386
S -2.48877 -0.56374 3.63344 -0.5 -0.2 0.3 0.7578
P 2.15518 1.55727 1.53841 0.0 0.9 0.1 0.8381
C 2.57906 1.78668 -0.23457 -0.3 0.0 0.5 -0.2600
C 3.70907 1.00177 2.34431 -0.2 0.0 -0.4 -0.4500
C 4.43334 2.29219 2.75136 -0.4 -0.2 0.0 -0.1572
H 2.39918 -1.94502 2.83653 -0.2 0.0 0.0 0.0381
H 3.64992 -3.14031 2.21557 0.1 0.0 0.1 0.0640
H 3.08578 -2.73044 -0.06959 -0.1 -0.1 -0.1 0.1123
H 1.67561 -0.85324 -0.69841 -0.1 0.1 -0.1 0.0615
H 0.53382 -1.96471 0.01198 -0.2 0.1 0.0 0.0934
H -0.22378 1.29264 -0.02786 -0.1 -0.1 -0.3 0.0735
H -1.10016 -0.24804 0.16910 0.0 -0.1 -0.1 0.0775
H -1.80364 2.20569 1.32348 -0.1 0.1 -0.1 0.1132
H -0.89105 1.49360 2.61175 0.0 0.1 0.1 0.0831
H -3.55265 1.06096 2.20573 -0.2 -0.1 0.3 0.0372
H -2.88845 -0.30303 1.29295 -0.3 0.0 -0.1 0.0621
H -1.17590 -0.44665 3.85007 0.1 0.2 -0.3 -0.1543
H 3.54550 2.28033 -0.28012 0.2 0.0 -0.1 0.0539
H 1.83001 2.46185 -0.63579 0.0 0.0 -0.3 0.0090
H 2.57930 0.85587 -0.79029 0.3 0.0 -0.2 0.0318
H 3.47317 0.40090 3.21855 0.0 -0.1 0.1 0.0631
H 4.29739 0.42086 1.63868 0.1 -0.2 0.1 0.0801
H 3.83891 2.82220 3.49104 0.1 0.1 0.2 0.0730
H 5.40570 2.05230 3.16650 0.1 0.1 0.0 0.0813
H 4.54596 2.95955 1.89937 0.2 0.1 -0.1 0.0625
C -1.69806 0.46507 -2.78591 0.0 -0.4 -0.1 0.0478
N -0.60770 -0.51957 -2.53101 -0.2 0.2 -0.2 -0.4276
O -0.88097 -1.55314 -1.95050 -0.1 -0.1 0.1 0.0504
O 0.50653 -0.22762 -2.91009 0.3 0.0 0.1 0.0532
H -2.62434 0.06999 -2.38607 0.3 -0.1 -0.2 0.0654
H -1.41470 1.39528 -2.29998 0.1 0.0 -0.1 0.0801
H -1.75689 0.60603 -3.86086 0.1 0.1 0.0 0.1166
C -5.19295 2.24945 0.18107 0.2 0.1 -0.1 0.0450
N -5.05171 1.26616 -0.92898 -0.2 0.1 0.3 -0.4160
O -3.92801 1.06891 -1.36532 -0.2 0.2 0.2 0.0129
O -6.04887 0.70948 -1.30808 0.0 0.0 -0.1 0.1160
H -4.20859 2.64687 0.39767 0.0 0.0 0.0 0.0898
H -5.86772 3.03351 -0.14438 -0.1 -0.1 0.0 0.1105
H -5.60688 1.72248 1.03053 -0.1 0.0 0.0 0.0804
C -3.24292 -4.00182 3.72384 -0.1 0.0 -0.1 -0.0020
N -3.70831 -5.41077 3.86023 0.0 0.1 0.0 -0.4599
O -4.40066 -5.86300 2.97580 -0.1 0.0 -0.1 0.0723
O -3.35480 -6.00501 4.85321 0.1 -0.1 0.1 0.0704
H -3.63088 -3.60178 2.79571 0.0 0.0 0.0 0.0797
H -3.61709 -3.44934 4.57887 0.1 0.0 0.1 0.0841
H -2.15789 -4.01730 3.72516 0.0 0.0 0.1 0.0916
C -7.09651 1.95558 4.59464 -0.1 0.1 0.0 0.0593
N -6.20164 2.70406 3.66962 0.0 0.0 0.0 -0.4445
O -6.68591 3.19363 2.67082 -0.1 0.0 0.0 0.0573
O -5.02656 2.77073 3.96520 0.1 -0.1 0.0 0.0570
H -8.10160 1.98225 4.19271 0.0 0.0 0.0 0.0985
H -6.71771 0.94019 4.65900 0.1 0.0 0.0 0.1017
H -7.04047 2.44390 5.56234 0.1 0.0 0.0 0.1055
C 1.47382 5.34353 -2.97712 0.0 0.0 -0.2 0.0598
N 0.58081 4.47144 -2.16455 0.1 0.1 -0.1 -0.4534
O 0.30337 3.37362 -2.60459 0.0 -0.2 0.0 0.0460
O 0.19255 4.90845 -1.10495 0.0 0.0 0.2 0.0662
H 1.73580 4.81257 -3.88378 0.0 0.0 0.0 0.0985
H 0.92498 6.25459 -3.19358 0.0 0.0 0.1 0.1061
H 2.34927 5.56108 -2.37328 0.0 0.1 0.1 0.1026
C 5.61361 -3.33365 4.88132 0.1 0.1 -0.1 0.0478
N 4.27239 -2.87860 5.34285 0.1 0.0 0.1 -0.4511
O 3.90145 -1.76464 5.01974 0.0 0.2 -0.2 0.0271
O 3.63666 -3.64854 6.01771 -0.1 -0.1 0.1 0.0908
H 6.06177 -2.54212 4.29345 0.0 0.0 0.0 0.0926
H 6.20173 -3.55270 5.76671 0.0 -0.1 0.0 0.1045
H 5.46472 -4.23486 4.29452 0.0 -0.1 0.1 0.1004
C 1.09832 -2.65125 -5.14784 0.2 -0.1 0.0 0.0239
N 0.94500 -3.41306 -6.42046 -0.1 0.0 0.1 -0.4516
O 1.92048 -3.57569 -7.11566 0.2 0.0 -0.1 0.0672
O -0.16675 -3.83104 -6.66382 -0.2 0.0 0.0 0.0630
H 2.12575 -2.32705 -5.05583 0.0 0.0 -0.1 0.0801
H 0.42531 -1.80266 -5.19637 0.0 0.0 0.0 0.0864
H 0.81660 -3.32604 -4.34466 -0.1 0.0 0.0 0.0985
C 3.62112 0.02257 -8.94286 0.0 0.1 -0.1 0.0549
N 2.85202 0.25015 -7.68924 0.0 -0.1 -0.1 -0.4468
O 2.33339 1.33141 -7.52262 0.0 0.2 0.0 0.0693
O 2.78788 -0.68122 -6.91611 0.0 0.0 0.2 0.0489
H 3.58691 0.92931 -9.53366 0.0 0.0 0.0 0.0948
H 4.63685 -0.23073 -8.65668 0.0 -0.1 0.0 0.1018
H 3.15366 -0.81039 -9.45886 0.0 -0.1 0.0 0.1049

***

35
Properties=species:S:1:pos:R:3:forces:R:3:lowdin_charge:R:1 method="wB97M-V/def2-TZVPD" homo_lumo_gap_ev=9.12 smiles=Cc1nccn1[C@H](c1ccccc1)c1ccc(F)cc1 molar_mass_da=266.32 largest_force_ha_per_bohr=0.034 e_homo_ev=-8.4 charge=0
C 0.65907 -3.30118 -0.07641 -0.1 -0.3 0.1 -0.0329
C 0.17841 -2.35112 -1.11412 -0.7 1.0 -1.3 -0.3661
N 0.03414 -2.71436 -2.37783 0.3 0.2 0.1 0.0834
C -0.40204 -1.61016 -3.07989 -0.1 0.6 1.5 -0.1295
C -0.57603 -0.55807 -2.19818 0.2 -0.6 -0.6 -0.0596
N -0.18427 -1.01827 -0.95514 -0.1 -1.4 -0.7 -0.0338
C -0.12328 -0.24350 0.26249 0.3 0.4 0.3 -0.1610
C -1.41395 0.59497 0.37085 0.0 0.0 -0.1 -0.1561
C -2.60088 -0.15895 0.41425 -0.3 0.3 0.2 -0.0363
C -3.82442 0.45479 0.69172 0.2 0.2 0.0 -0.0742
C -3.88832 1.83460 0.94803 0.1 -0.3 0.0 -0.0873
C -2.73146 2.59105 0.79590 0.0 0.0 -0.2 -0.0803
C -1.51614 1.99215 0.44107 -0.3 -0.4 0.1 -0.0339
C 1.28938 0.39193 0.38432 -0.1 0.2 -0.1 -0.1195
C 2.37833 -0.49117 0.37272 0.2 -0.1 0.2 -0.0178
C 3.68110 -0.08044 0.65595 -0.3 0.4 0.2 0.0102
C 3.89052 1.26375 0.95403 0.3 0.0 0.2 -0.2569
F 5.11834 1.67462 1.40837 -0.8 -0.3 -0.5 0.0373
C 2.87250 2.19322 0.83554 0.1 -0.2 0.0 -0.0016
C 1.58558 1.75000 0.53037 -0.2 0.1 0.2 -0.0220
H 0.83804 -2.85155 0.90701 0.0 -0.2 -0.3 0.0677
H -0.09171 -4.09739 0.03550 0.3 0.1 0.0 0.0881
H 1.58199 -3.75180 -0.47766 -0.3 0.1 0.4 0.0935
H -0.55950 -1.59309 -4.14712 -0.1 -0.2 0.1 0.0896
H -0.99747 0.42360 -2.35408 0.2 0.0 0.1 0.1163
H -0.20019 -0.98752 1.09015 0.1 0.6 -0.5 0.1564
H -2.57688 -1.24044 0.21933 0.1 0.5 0.2 0.1266
H -4.72904 -0.14892 0.73257 0.2 0.1 0.0 0.1030
H -4.83415 2.30766 1.24820 0.5 -0.3 -0.2 0.1077
H -2.75822 3.67077 0.93258 -0.1 -0.2 -0.1 0.1049
H -0.68185 2.63559 0.18962 -0.6 -0.2 0.3 0.0779
H 2.22063 -1.54939 0.17095 0.1 0.4 0.1 0.0876
H 4.49462 -0.79449 0.70975 0.0 0.1 0.0 0.1202
H 3.05302 3.24828 1.02512 0.1 -0.2 -0.1 0.1219
H 0.81414 2.51482 0.45403 0.7 -0.5 0.2 0.0767